(1)
{
  "formula": "C4H6NO",
  "method": "ωB97M-V/def2-TZVPD",
  "de_lowest_kcal_mol": 138.8,
  "e_lumo_ha": -0.1928,
  "charge": 1,
  "gap_ev": 9.445,
  "species": ["C", "C", "C", "C", "N", "O", "H", "H", "H", "H", "H", "H"],
  "positions_angstrom": [[0.634, -0.775, -0.239], [-0.285, 0.269, 0.211], [1.445, 0.470, -0.614], [-2.130, 0.477, -0.073], [2.021, -0.474, 0.271], [0.524, 1.271, 0.201], [0.295, -1.651, -0.636], [-2.424, 1.465, 0.223], [-2.729, 0.065, 0.694], [-2.315, 0.279, -1.176], [2.171, -0.374, 1.223], [2.792, -1.023, -0.082]],
  "forces_ev_per_a": [[-1.039, 1.275, 1.421], [-3.143, -0.415, -0.805], [0.203, 1.725, -2.647], [3.373, 0.349, -0.856], [-0.633, -0.928, -0.150], [0.397, 0.912, 0.909], [-0.092, -2.325, -1.194], [1.022, 1.383, -0.683], [-0.142, -2.286, 0.419], [0.237, -0.076, 1.731], [-0.124, 0.729, 2.815], [-0.059, -0.342, -0.959]],
  "nbo_charge": [-0.241, 0.554, 0.238, -0.582, -0.527, -0.397, 0.274, 0.252, 0.253, 0.267, 0.440, 0.469]
}

***

(2)
{
  "formula": "C4H6NO",
  "method": "ωB97M-V/def2-TZVPD",
  "de_lowest_kcal_mol": 48.6,
  "e_lumo_ha": -0.1882,
  "smiles": "C=CC#[N+]CO",
  "charge": 1,
  "gap_ev": 10.252,
  "species": ["C", "C", "C", "N", "C", "O", "H", "H", "H", "H", "H", "H"],
  "positions_angstrom": [[-2.870, -0.323, 0.027], [-1.733, 0.450, -0.239], [-0.396, 0.309, 0.127], [0.679, 0.009, 0.444], [2.290, -0.103, 0.455], [2.798, 0.627, -0.520], [-3.839, -0.180, -0.347], [-2.880, -1.157, 0.640], [-2.029, 1.299, -1.004], [2.387, -1.150, 0.379], [2.683, 0.254, 1.406], [2.911, -0.034, -1.368]],
  "forces_ev_per_a": [[3.978, 1.669, -0.157], [-5.000, 1.036, -2.304], [1.232, -1.619, 0.946], [-0.347, 1.183, -0.369], [-0.684, 0.395, 1.155], [0.681, -2.352, -4.203], [-0.871, 1.060, -0.995], [0.617, -1.583, 1.386], [1.363, -1.456, 1.713], [0.214, -1.239, -0.121], [-0.850, 0.105, 0.211], [-0.333, 2.801, 2.739]],
  "nbo_charge": [-0.107, -0.440, 0.594, -0.268, 0.156, -0.620, 0.232, 0.206, 0.305, 0.203, 0.231, 0.508]
}

***

| no. | calculated total energy (a.u.) |
| --- | --- |
| 1 | -285.50103 |
| 2 | -285.64480 |